No. 1
Entry from the Open Molecules 2025 dataset: a molecular structure, C36H42B3N5O12 (ωB97M-V/def2-TZVPD).

Cartesian coordinates (Å):
C: -1.2471 1.7917 -1.9794
C: -0.9364 1.0028 -2.8381
C: -0.4211 0.0210 -3.8371
C: 0.4293 -1.0035 -3.0555
C: 0.9105 -2.2070 -3.9228
B: 2.1485 -2.8353 -3.1748
O: 2.0696 -3.3727 -1.8751
B: 2.8964 -2.5232 -1.1243
O: 4.1577 -2.1330 -1.5916
B: 4.1199 -1.8828 -2.9667
C: 4.7119 -0.6072 -3.6822
C: 4.9846 0.5969 -2.7361
C: 3.6992 1.3880 -2.3838
C: 3.9213 2.9396 -2.3947
N: 3.0048 3.5491 -3.3757
C: 1.6958 3.9130 -2.7953
C: 3.6210 4.6421 -4.0839
C: 3.8933 4.3842 -5.5696
O: 3.9198 5.6923 -3.5613
O: 3.4438 -2.8509 -3.7299
H: -1.3312 2.3286 -1.0544
H: -1.2620 -0.4225 -4.3808
H: 0.2346 0.6074 -4.4999
H: 1.3094 -0.4691 -2.6595
H: -0.1517 -1.3984 -2.2143
H: 0.1166 -2.9668 -3.9996
H: 1.1640 -1.9048 -4.9506
H: 2.4425 -2.1183 -0.1036
H: 5.5753 -0.8955 -4.3004
H: 3.9333 -0.2755 -4.3957
H: 5.7642 1.2244 -3.1871
H: 5.3910 0.1847 -1.8001
H: 2.9243 1.1664 -3.1324
H: 3.3013 1.1166 -1.3939
H: 4.9560 3.0936 -2.7383
H: 3.8213 3.3876 -1.3945
H: 1.4462 4.9764 -2.9056
H: 0.9207 3.3596 -3.3509
H: 1.6117 3.5756 -1.7536
H: 4.7431 4.9633 -5.9381
H: 4.1231 3.3112 -5.6554
H: 2.9589 4.5598 -6.1178
C: -3.8738 2.6887 4.5409
C: -4.0429 1.3115 4.4647
C: -3.3244 0.5765 3.5357
C: -2.4398 1.2310 2.6949
C: -2.2669 2.6027 2.7552
C: -2.9898 3.3331 3.6843
N: -1.6594 0.4513 1.7244
O: -1.8454 -0.7492 1.6791
O: -0.8679 1.0489 1.0218
H: -4.4318 3.2612 5.2713
H: -4.7323 0.8101 5.1313
H: -3.4595 -0.4942 3.4811
H: -1.5784 3.1100 2.0936
H: -2.8623 4.4011 3.7430
C: -3.8213 -5.8233 1.9228
C: -3.9853 -4.4453 1.8847
C: -4.5493 -3.7847 2.9645
C: -4.9393 -4.5138 4.0742
C: -4.7888 -5.8889 4.1228
C: -4.2267 -6.5446 3.0388
N: -5.5144 -3.8136 5.2317
O: -5.6513 -2.6071 5.1555
O: -5.8166 -4.4802 6.2014
H: -3.3751 -6.3366 1.0804
H: -3.6703 -3.8848 1.0148
H: -4.6739 -2.7121 2.9281
H: -5.0998 -6.4527 4.9905
H: -4.1007 -7.6189 3.0651
C: 2.9612 -9.6233 0.8768
C: 3.8752 -8.6492 0.4973
C: 3.4327 -7.3894 0.1246
C: 2.0760 -7.1198 0.1408
C: 1.1532 -8.0827 0.5097
C: 1.6014 -9.3414 0.8790
N: 1.6067 -5.7748 -0.2308
O: 2.4359 -4.9563 -0.5694
O: 0.4102 -5.5602 -0.1769
H: 3.3097 -10.6048 1.1727
H: 4.9341 -8.8710 0.4949
H: 4.1468 -6.6336 -0.1701
H: 0.0948 -7.8654 0.5153
H: 0.8906 -10.1025 1.1723
C: -3.1304 10.1698 2.4355
C: -2.8121 9.5422 3.6328
C: -2.2701 8.2669 3.6249
C: -2.0495 7.6367 2.4122
C: -2.3683 8.2471 1.2115
C: -2.9125 9.5214 1.2267
N: -1.4531 6.2952 2.3986
O: -1.2014 5.7741 3.4703
O: -1.2423 5.7794 1.3189
H: -3.5487 11.1684 2.4443
H: -2.9840 10.0488 4.5730
H: -2.0234 7.7813 4.5582
H: -2.1971 7.7465 0.2692
H: -3.1637 10.0113 0.2957

## Properties
DFT total energy: -2647.98087 Eh
Orbital gap: 7.81 eV
2S+1: 1

=====

No. 2
Entry from the Open Molecules 2025 dataset: a molecular structure, C36H42Br2MoN7O3SSi2 (ωB97M-V/def2-TZVPD).

Cartesian coordinates (Å):
Mo: -0.1292 0.0320 0.1281
N: 0.0301 4.2776 1.2353
C: -0.9474 4.6512 2.1655
C: -1.1827 5.9943 2.4343
C: -2.1333 6.3470 3.3740
C: -2.8538 5.3691 4.0505
C: -2.6140 4.0342 3.7804
C: -1.6673 3.6729 2.8311
S: -1.2932 1.9219 2.6164
N: -0.5974 2.0120 1.0803
C: 0.1097 3.0477 0.7079
C: 1.0834 2.7102 -0.3189
C: 1.7515 3.6663 -0.9899
C: 2.7739 3.2854 -1.9295
C: 3.1017 1.9995 -2.0258
C: 2.4537 0.8764 -1.2590
N: 1.2427 1.3288 -0.4890
H: 0.6776 4.9761 0.9109
H: -0.6233 6.7559 1.9050
H: -2.3139 7.3927 3.5814
H: -3.5930 5.6484 4.7878
H: -3.1633 3.2678 4.3163
H: 1.5221 4.7133 -0.8473
H: 3.2707 4.0386 -2.5251
H: 3.8773 1.6976 -2.7132
H: 3.1606 0.5107 -0.4972
Br: 1.3597 -4.4376 -1.0856
C: -0.4144 -3.9794 -0.6598
C: -1.3459 -4.9971 -0.3602
C: -2.6445 -4.6923 -0.0794
Br: -3.8592 -6.0889 0.3018
C: -3.0899 -3.3427 -0.0715
C: -4.4134 -2.9137 0.1551
C: -4.6980 -1.5774 0.1044
C: -3.6622 -0.6518 -0.1100
N: -2.4109 -1.0087 -0.2952
C: -2.1347 -2.3439 -0.3287
C: -0.7889 -2.6602 -0.6666
O: -0.0276 -1.6447 -0.9984
H: -1.0174 -6.0269 -0.3678
H: -5.1883 -3.6449 0.3414
H: -5.7106 -1.2177 0.2250
H: -3.8748 0.4070 -0.1321
C: 2.3469 -2.8286 4.0427
C: 2.1637 -2.8127 2.5280
C: 1.1021 -1.8745 2.0358
N: 1.2229 -1.0644 1.0961
H: 3.1720 -3.4871 4.3111
H: 1.4523 -3.1868 4.5491
H: 2.5800 -1.8313 4.4194
H: 1.9046 -3.8123 2.1644
H: 3.0838 -2.5253 2.0208
C: -5.0306 0.3998 3.1955
N: -3.5696 0.5657 3.2071
C: -2.8953 -0.2435 4.1468
C: -1.7704 -0.9556 4.0260
C: -0.9353 -1.0190 2.8278
O: -0.0811 -2.0678 2.8114
N: -1.0250 -0.1312 1.9351
C: -3.0420 1.4157 2.2904
O: -3.6085 1.9463 1.3781
H: -5.4095 0.5509 4.2060
H: -5.2921 -0.6019 2.8579
H: -5.4651 1.1354 2.5266
H: -3.4623 -0.3356 5.0660
H: -1.4805 -1.5666 4.8700
C: -0.5688 1.0539 -2.9436
Si: 0.9202 0.0858 -3.6109
C: 0.2458 -1.4972 -4.3464
C: 1.6460 1.1354 -4.9841
C: 2.1862 -0.2773 -2.2498
Si: 3.7760 -1.2150 -2.7138
C: 5.1747 -0.1867 -3.4359
C: 4.3970 -1.9860 -1.1130
C: 3.4155 -2.5355 -3.9880
H: -1.3548 1.0552 -3.7043
H: -0.3243 2.0920 -2.7088
H: -1.0344 0.5956 -2.0589
H: -0.6957 -1.2799 -4.8573
H: 0.0462 -2.2459 -3.5776
H: 0.9219 -1.9350 -5.0798
H: 0.9355 1.2240 -5.8095
H: 2.5567 0.6828 -5.3852
H: 1.8940 2.1426 -4.6462
H: 1.7367 -1.0911 -1.6726
H: 5.6390 0.4856 -2.7119
H: 4.8758 0.3940 -4.3118
H: 5.9533 -0.8818 -3.7628
H: 5.2338 -1.4228 -0.6935
H: 4.7473 -3.0069 -1.2821
H: 3.6026 -2.0238 -0.3636
H: 3.2213 -2.0969 -4.9693
H: 2.5698 -3.1713 -3.7269
H: 4.2997 -3.1704 -4.0872

## Properties
Charge: +1
DFT total energy: -8199.25607 Eh
Orbital gap (alpha / beta): 6.06 / 6.06 eV
2S+1: 1

=====

No. 3
Entry from the Open Molecules 2025 dataset: a molecular structure, C36H42ClN3O5S3TcTe (ωB97M-V/def2-TZVPD).

Cartesian coordinates (Å):
Tc: -0.5473 -0.3270 -0.1134
C: -4.4674 -0.7206 6.4531
O: -3.1324 -1.0344 6.1027
C: -2.2240 -0.0277 6.1325
C: -0.9537 -0.3417 5.6405
C: 0.0324 0.6172 5.5970
C: -0.2320 1.9134 6.0496
C: -1.4646 2.1956 6.6106
C: -2.4759 1.2416 6.6375
N: 0.7262 2.9877 6.0735
N: 1.5105 3.2096 5.1386
C: 1.4150 2.4885 3.9013
C: 2.5692 1.9460 3.3944
C: 2.5764 1.1149 2.2601
C: 1.3906 0.8336 1.6147
O: 1.2842 0.0225 0.5818
C: 0.2072 1.4915 2.0705
N: -0.9124 1.2428 1.3301
C: -2.0286 1.8698 1.6243
C: -2.1055 2.8003 2.6763
C: -1.0047 3.0357 3.4507
C: 0.2019 2.3522 3.1768
H: -5.0587 -1.5993 6.2117
H: -4.8354 0.1339 5.8795
H: -4.5576 -0.5067 7.5214
H: -0.7684 -1.3465 5.2850
H: 1.0086 0.3563 5.2123
H: -1.6367 3.1846 7.0168
H: -3.4335 1.4933 7.0694
H: 3.4916 2.1283 3.9321
H: 3.4957 0.6778 1.8955
H: -2.8888 1.6490 1.0057
H: -3.0373 3.3175 2.8553
H: -1.0456 3.7518 4.2607
C: -1.3124 -4.6200 1.5602
C: -0.8853 -3.4295 0.7532
S: -1.0094 -1.9075 1.5124
C: -0.4591 -3.5334 -0.5537
C: -0.3358 -4.8611 -1.2519
S: -0.0599 -2.1478 -1.4514
H: -1.0575 -4.4867 2.6109
H: -0.8574 -5.5420 1.2032
H: -2.3980 -4.7303 1.4946
H: 0.2984 -5.5503 -0.6916
H: 0.0944 -4.7314 -2.2433
H: -1.3160 -5.3292 -1.3677
C: -1.4446 1.0252 -5.8172
C: -0.7910 1.6666 -4.5966
C: -1.0578 0.8293 -3.3563
S: -0.0688 1.2922 -1.9298
O: 1.3431 1.4191 -2.3539
C: -0.6878 2.9519 -1.5505
C: 0.1159 4.0603 -2.2168
C: -0.3795 5.4252 -1.7512
H: -1.3293 1.6556 -6.6987
H: -2.5117 0.8662 -5.6535
H: -0.9927 0.0561 -6.0348
H: -1.1900 2.6737 -4.4579
H: 0.2864 1.7572 -4.7473
H: -0.7814 -0.2167 -3.5186
H: -2.1015 0.8464 -3.0389
H: -0.6158 3.0446 -0.4660
H: -1.7469 2.9659 -1.8184
H: 0.0459 3.9851 -3.3020
H: 1.1685 3.9265 -1.9674
H: -1.4093 5.6042 -2.0662
H: 0.2386 6.2230 -2.1625
H: -0.3454 5.5051 -0.6627
Cl: -4.3466 -2.7681 -0.4577
C: -4.2314 -1.1434 0.2824
C: -3.6928 -0.1630 -0.7522
O: -4.4454 0.4561 -1.4743
O: -2.3981 -0.0574 -0.8164
H: -3.5666 -1.2455 1.1340
H: -5.2298 -0.8448 0.5858
C: 4.0047 -3.0897 -2.4037
Te: 3.3379 -1.1229 -1.8860
C: 4.0235 -0.5517 -3.8271
C: 4.6017 -1.7866 -4.4702
C: 5.1490 -1.7233 -5.7513
C: 5.6676 -2.8525 -6.3591
C: 5.6439 -4.0689 -5.6872
C: 5.1063 -4.1387 -4.4146
C: 4.5850 -3.0042 -3.7937
H: 3.1564 -3.7747 -2.3771
H: 4.7461 -3.4397 -1.6868
H: 4.7685 0.2367 -3.7336
H: 3.1838 -0.1583 -4.3985
H: 5.1657 -0.7732 -6.2728
H: 6.0900 -2.7874 -7.3536
H: 6.0453 -4.9583 -6.1558
H: 5.0891 -5.0854 -3.8869

## Properties
DFT total energy: -3941.04647 Eh
Orbital gap (alpha / beta): 6.15 / 5.55 eV
2S+1: 2
Energy relative to the best compared isomer or geometry (same formula, charge and spin): 0.0 kJ/mol
⟨S²⟩: 1.151

=====

No. 4
Entry from the Open Molecules 2025 dataset: a molecular structure, C36H42CoFN5O3 (ωB97M-V/def2-TZVPD).

Cartesian coordinates (Å):
Co: -8.6956 -0.9495 18.0447
C: -11.7839 5.3038 16.1668
C: -11.6725 4.4619 14.9136
N: -11.4032 2.9885 15.3179
C: -10.1428 2.6880 15.6131
C: -9.7487 1.5230 16.2284
C: -8.2488 1.3250 16.3825
O: -7.5152 2.0636 15.7386
O: -7.8307 0.5106 17.2740
C: -10.6947 0.5341 16.5627
O: -10.4863 -0.5054 17.2310
C: -12.0186 0.7812 16.0343
C: -12.9863 -0.1846 16.2101
C: -14.2546 0.0759 15.8192
F: -15.1566 -0.9132 15.8575
C: -14.7496 1.3816 15.4857
C: -13.7455 2.3220 15.2881
C: -12.3824 2.0049 15.4785
N: -16.1080 1.5981 15.0881
C: -17.1444 0.8687 15.8005
C: -18.3084 1.7879 15.8772
N: -18.3563 2.6268 14.5695
C: -17.8074 1.9169 13.4013
C: -16.3180 1.5571 13.6364
H: -11.9146 6.3978 16.0317
H: -10.8407 5.1155 16.7446
H: -12.6014 4.9548 16.8098
H: -10.8820 4.8940 14.3032
H: -12.6170 4.3998 14.4140
H: -9.3611 3.3294 15.2562
H: -12.7711 -1.1659 16.6491
H: -14.1021 3.3066 14.9529
H: -16.8477 0.5976 16.7533
H: -17.3726 -0.0664 15.3129
H: -18.2839 2.5378 16.7058
H: -19.1855 1.2636 15.8510
H: -17.7296 3.3989 14.7157
H: -19.3067 2.8672 14.3715
H: -17.9430 2.6211 12.5419
H: -18.4106 0.9933 13.3300
H: -15.7609 2.4001 13.2497
H: -16.0787 0.6429 13.1604
C: -6.8618 0.9612 20.9552
C: -8.1881 0.6514 21.5307
C: -8.7957 1.5372 22.4166
C: -10.0842 1.3260 22.8998
C: -10.7276 0.1652 22.5215
C: -10.2083 -0.6941 21.5996
C: -10.9370 -1.9520 21.1332
C: -8.9344 -0.4399 21.1161
N: -8.3397 -1.2530 20.0554
C: -7.4605 -2.1918 20.2039
C: -6.7479 -2.5380 21.5041
C: -7.2077 -2.9837 18.9110
C: -5.9819 -3.8405 18.8348
N: -7.9581 -2.7549 17.9240
C: -8.0553 -3.4393 16.6844
C: -9.1096 -4.3700 16.5854
C: -10.0260 -4.6031 17.7692
C: -9.4002 -4.9677 15.3767
C: -8.6723 -4.6673 14.2553
C: -7.6390 -3.6579 14.3450
C: -7.3360 -3.0539 15.5555
C: -6.2836 -1.9703 15.5738
H: -6.3692 1.8201 21.4131
H: -6.7898 1.0899 19.8671
H: -6.2126 0.0782 20.9691
H: -8.3570 2.5227 22.6402
H: -10.5831 1.9962 23.5840
H: -11.6778 -0.1434 22.9081
H: -11.6147 -2.2895 21.8730
H: -10.2007 -2.7244 21.1248
H: -11.3558 -1.8662 20.0971
H: -7.0399 -1.8469 22.3170
H: -5.7232 -2.6557 21.3446
H: -7.0052 -3.5689 21.8305
H: -5.0765 -3.2792 18.6851
H: -6.0561 -4.5036 17.9935
H: -5.9596 -4.3680 19.7437
H: -10.7668 -3.8162 17.7503
H: -9.4100 -4.5748 18.6448
H: -10.5503 -5.5916 17.6997
H: -10.2360 -5.6553 15.3767
H: -8.8826 -5.1517 13.3495
H: -7.0012 -3.3907 13.5229
H: -5.2664 -2.4291 15.5974
H: -6.3466 -1.2914 16.4059
H: -6.3749 -1.3430 14.7021

## Properties
Charge: +2
DFT total energy: -3378.66681 Eh
Orbital gap (alpha / beta): 7.53 / 7.39 eV
2S+1: 4
Energy relative to the best compared isomer or geometry (same formula, charge and spin): 0.0 kJ/mol
⟨S²⟩: 3.759

=====

No. 5
Entry from the Open Molecules 2025 dataset: 7 unconnected molecules or ions with the total composition C36H42FOP2 (ωB97M-V/def2-TZVPD).

Cartesian coordinates (Å):
O: 2.4342 -3.0874 5.7484
P: 1.8215 -2.5288 4.5063
P: -0.4746 -2.4067 4.4143
F: -0.3387 -0.8533 3.5906
H: 2.2685 -3.2352 3.3463
H: 2.3176 -1.2278 4.2215
H: -0.4611 -3.0105 3.0794
H: -0.5203 -3.6877 5.0625
H: -0.3432 -1.7004 5.6727
H: -1.9034 -2.2726 4.4054
C: 2.7623 -3.0630 0.2606
C: 2.1325 -3.5198 -0.8892
C: 2.5983 -4.6548 -1.5343
C: 3.6949 -5.3364 -1.0303
C: 4.3216 -4.8817 0.1198
C: 3.8547 -3.7442 0.7651
H: 2.3834 -2.1890 0.7738
H: 1.2700 -2.9921 -1.2756
H: 2.1077 -5.0076 -2.4329
H: 4.0567 -6.2268 -1.5293
H: 5.1711 -5.4187 0.5220
H: 4.3330 -3.4005 1.6727
C: -5.8449 -0.9702 1.7707
C: -5.8521 -2.3074 1.4030
C: -4.6948 -3.0659 1.5268
C: -3.5325 -2.4916 2.0196
C: -3.5263 -1.1553 2.3985
C: -4.6824 -0.3988 2.2720
H: -6.7421 -0.3727 1.6647
H: -6.7574 -2.7582 1.0148
H: -4.6997 -4.1090 1.2356
H: -2.6220 -3.0698 2.1172
H: -2.6150 -0.7200 2.7892
H: -4.6710 0.6485 2.5480
C: 2.2565 3.0934 1.5049
C: 1.7023 1.9386 2.0385
C: 0.8369 2.0108 3.1219
C: 0.5412 3.2497 3.6750
C: 1.1011 4.4069 3.1499
C: 1.9531 4.3304 2.0575
H: 2.9277 3.0317 0.6565
H: 1.9345 0.9721 1.6097
H: 0.3913 1.1047 3.5169
H: -0.1328 3.3093 4.5206
H: 0.8667 5.3706 3.5863
H: 2.3826 5.2316 1.6371
C: 2.5427 5.4653 -2.4750
C: 1.7015 5.4737 -1.3720
C: 1.2210 6.6773 -0.8769
C: 1.5826 7.8714 -1.4830
C: 2.4254 7.8629 -2.5855
C: 2.9051 6.6595 -3.0816
H: 2.9172 4.5259 -2.8607
H: 1.4177 4.5457 -0.8937
H: 0.5648 6.6784 -0.0159
H: 1.2073 8.8101 -1.0960
H: 2.7084 8.7948 -3.0581
H: 3.5629 6.6523 -3.9413
C: -4.4168 2.8993 -0.3100
C: -4.3729 4.2733 -0.1214
C: -3.3056 4.8447 0.5561
C: -2.2856 4.0422 1.0482
C: -2.3300 2.6679 0.8618
C: -3.3956 2.0978 0.1796
H: -5.2497 2.4501 -0.8360
H: -5.1704 4.8990 -0.5024
H: -3.2700 5.9170 0.7035
H: -1.4536 4.4829 1.5797
H: -1.5372 2.0424 1.2522
H: -3.4332 1.0251 0.0435
C: 1.4637 -5.4475 -7.4568
C: 0.6120 -4.4104 -7.1051
C: 0.1022 -4.3378 -5.8171
C: 0.4424 -5.3039 -4.8818
C: 1.2946 -6.3405 -5.2329
C: 1.8058 -6.4121 -6.5205
H: 1.8639 -5.5022 -8.4610
H: 0.3481 -3.6556 -7.8344
H: -0.5581 -3.5267 -5.5399
H: 0.0460 -5.2466 -3.8763
H: 1.5629 -7.0907 -4.5003
H: 2.4730 -7.2193 -6.7935

## Properties
Charge: -1
DFT total energy: -2254.79360 Eh
Orbital gap: 6.37 eV
2S+1: 1

=====

- The highest 2S+1 belongs to which entry?
  C36H42CoFN5O3